[1]
Formula: C19H33F4N6O21S5
Source: OMol25
Level of theory: ωB97M-V/def2-TZVPD

Each line ends with the Löwdin charge.
Atoms and positions in Å:
C (4.14, 0.49, 2.92)  0.0223
C (4.13, 1.69, 1.96)  -0.4214
O (5.01, 2.52, 2.03)  0.1287
N (3.10, 1.91, 0.95)  -0.0917
C (3.63, 1.49, -0.38)  -0.0043
N (1.94, 1.18, 1.21)  0.1070
C (0.73, 1.68, 1.32)  -0.2374
N (-0.39, 0.96, 1.52)  0.2140
C (-1.44, 1.79, 1.54)  -0.2279
C (-2.87, 1.38, 1.69)  -0.0627
C (-3.38, 1.56, 3.16)  -0.1975
N (-4.53, 1.17, 3.52)  0.1449
N (-0.95, 3.02, 1.37)  0.1662
N (0.39, 3.02, 1.25)  0.1221
C (1.14, 4.24, 1.09)  -0.4053
F (2.13, 4.36, 1.97)  0.1848
F (0.29, 5.27, 1.37)  0.1287
C (1.64, 4.52, -0.38)  -0.2639
F (0.94, 3.69, -1.22)  0.0746
F (2.96, 4.42, -0.51)  0.1229
H (4.78, -0.33, 2.58)  0.0785
H (4.59, 0.84, 3.86)  0.1044
H (3.13, 0.14, 3.19)  0.0775
H (4.39, 2.23, -0.65)  0.1019
H (2.81, 1.53, -1.11)  0.0794
H (4.09, 0.48, -0.36)  0.1077
H (2.02, 0.16, 1.32)  0.1742
H (-2.89, 0.29, 1.50)  0.1219
H (-3.54, 1.84, 0.95)  0.1080
H (-2.72, 2.00, 3.91)  0.1118
H (-5.00, 0.78, 2.69)  0.0338
H (-1.62, 3.79, 1.36)  0.2020
H (1.36, 5.55, -0.65)  0.1777
C (-7.79, 1.44, -1.54)  -0.1505
C (-6.95, 2.63, -1.10)  -0.1597
O (-6.22, 2.15, 0.03)  -0.1937
S (-5.90, 0.58, -0.15)  0.6227
O (-4.58, 0.45, -0.66)  -0.2422
O (-6.37, -0.08, 1.01)  -0.2369
O (-6.94, 0.30, -1.34)  -0.1678
H (-8.67, 1.32, -0.90)  0.1397
H (-8.10, 1.51, -2.58)  0.1406
H (-7.56, 3.49, -0.84)  0.1401
H (-6.24, 2.91, -1.88)  0.1333
C (1.23, 1.79, -5.44)  -0.1620
C (2.02, 2.32, -4.26)  -0.1717
O (2.70, 1.18, -3.74)  -0.2111
S (3.05, 0.17, -4.95)  0.6339
O (4.39, 0.40, -5.35)  -0.2085
O (2.56, -1.12, -4.61)  -0.2340
O (2.08, 0.82, -6.05)  -0.1727
H (0.32, 1.29, -5.11)  0.1314
H (0.97, 2.58, -6.15)  0.1377
H (1.39, 2.77, -3.50)  0.1129
H (2.77, 3.05, -4.59)  0.1370
C (-1.97, -1.39, -2.13)  -0.1624
C (-1.16, -1.92, -0.98)  -0.1729
O (-0.18, -2.78, -1.58)  -0.1845
S (0.21, -2.19, -3.04)  0.6342
O (1.40, -1.43, -2.92)  -0.2532
O (0.06, -3.23, -3.99)  -0.1904
O (-1.03, -1.16, -3.19)  -0.1885
H (-2.70, -2.12, -2.47)  0.1391
H (-2.48, -0.46, -1.88)  0.1152
H (-1.76, -2.48, -0.26)  0.1289
H (-0.63, -1.12, -0.46)  0.1105
C (7.25, -4.28, 1.26)  -0.1624
C (8.28, -3.17, 1.40)  -0.1617
O (7.71, -2.28, 2.36)  -0.1914
S (6.83, -3.12, 3.42)  0.6110
O (7.61, -3.36, 4.57)  -0.2011
O (5.54, -2.53, 3.49)  -0.2387
O (6.74, -4.48, 2.58)  -0.1831
H (6.42, -3.97, 0.61)  0.1329
H (7.68, -5.20, 0.87)  0.1387
H (8.47, -2.66, 0.46)  0.1372
H (9.22, -3.55, 1.81)  0.1370
C (-3.70, -4.55, 2.15)  -0.1608
C (-4.66, -4.75, 1.00)  -0.1582
O (-5.72, -3.82, 1.24)  -0.1704
S (-5.12, -2.51, 1.96)  0.6305
O (-4.90, -1.51, 0.96)  -0.3002
O (-5.87, -2.25, 3.12)  -0.1851
O (-3.69, -3.13, 2.38)  -0.1947
H (-4.05, -5.04, 3.06)  0.1375
H (-2.69, -4.90, 1.92)  0.1360
H (-5.05, -5.77, 0.96)  0.1404
H (-4.20, -4.50, 0.04)  0.1295

As for the LUMO energy: -2.94 eV. As for the net charge: +1. As for the strongest force on any atom: 3.98 eV Å⁻¹. For the HOMO energy, the calculation gives -0.454 Eh. The orbital gap comes out at 9.425 eV. The energy comes out at -137207.4604 eV.

---

[2]
Formula: C8H15N
Source: OMol25
Level of theory: ωB97M-V/def2-TZVPD

Each line ends with the natural charge from an NBO analysis.
Atoms and positions in Å:
C (-1.38, -0.48, 0.15)  -0.2152
C (-1.86, 0.01, 1.48)  -0.6171
C (-2.21, -0.45, -1.08)  -0.6186
N (-0.33, -1.45, 0.18)  -0.4982
C (0.46, 1.38, -0.40)  0.0142
C (0.11, 2.35, -1.01)  -0.3106
H (-0.49, -2.26, -0.47)  0.3723
H (-0.27, -1.87, 1.13)  0.3855
H (-1.48, -0.59, 2.32)  0.1709
H (-2.96, -0.04, 1.54)  0.1919
H (-1.60, 1.05, 1.74)  0.1868
H (-2.10, -1.36, -1.69)  0.1708
H (-2.00, 0.39, -1.78)  0.1876
H (-3.27, -0.36, -0.84)  0.1954
H (-0.26, 3.17, -1.58)  0.2334
C (2.91, 0.80, 0.03)  -0.5887
C (1.45, 0.39, 0.27)  -0.3095
C (1.18, -1.01, -0.22)  -0.2153
H (1.24, 0.43, 1.35)  0.2252
H (3.59, 0.13, 0.55)  0.2053
H (3.14, 0.79, -1.04)  0.2142
H (3.08, 1.82, 0.40)  0.2261
H (1.84, -1.76, 0.24)  0.1911
H (1.21, -1.07, -1.30)  0.2027

As for the LUMO energy: 0.74 eV. As for the strongest force on any atom: 2.37 eV Å⁻¹. For the HOMO energy, the calculation gives -0.194 Eh. The orbital gap comes out at 6.032 eV. The energy comes out at -10024.0229 eV.

---

> What is the formula in the second record?

C8H15N